1.
DFT (the ωB97M-V functional and the def2-TZVPD basis) results for a 6-piece molecular cluster, C26H55ClNO8 overall in a non-equilibrium geometry.

Summary:
Gap between HOMO and LUMO ... 6.51 eV
Lowest unoccupied orbital energy ... -4.94 eV
Charge ... +1
Energy ... -2140.10050 Eh
HOMO ... -11.451 eV

Structure (XYZ):
```
91
C26H55ClNO8 the ωB97M-V functional and the def2-TZVPD basis
C 1.84 -1.93 1.49
C 0.42 -2.02 0.77
Cl 0.60 -3.11 -0.74
C -0.80 -2.48 1.71
C -2.15 -2.14 0.88
C -2.62 -0.64 0.99
C -3.88 -0.25 0.18
C -4.45 1.26 0.27
O -3.85 2.25 -0.20
O -5.71 1.39 0.96
C -4.63 -1.30 -0.70
C -4.05 -2.74 -0.70
N -2.86 -3.11 0.07
C -2.42 -4.54 -0.05
C -3.66 -5.45 0.53
O -4.39 -6.06 -0.55
H 2.47 -1.16 0.90
H 1.80 -1.54 2.57
H 2.40 -2.93 1.43
H 0.13 -0.98 0.35
H -0.89 -1.85 2.67
H -0.75 -3.57 2.05
H -2.03 0.09 1.65
H -5.57 0.80 1.75
H -5.56 -1.08 -1.33
H -4.57 -3.54 -1.35
H -2.23 -4.78 -1.16
H -1.49 -4.81 0.54
H -3.28 -6.24 1.28
H -4.41 -4.80 1.13
H -3.82 -6.23 -1.33
C 0.82 -2.26 -4.98
C 2.33 -2.38 -4.81
C 2.79 -3.82 -4.97
O 2.71 -1.90 -3.52
H 0.30 -2.84 -4.21
H 0.51 -1.22 -4.85
H 0.50 -2.60 -5.96
H 2.83 -1.75 -5.55
H 2.33 -4.46 -4.21
H 3.87 -3.90 -4.84
H 2.53 -4.21 -5.95
H 2.27 -2.45 -2.86
C 0.11 1.28 -1.82
C 1.10 2.24 -1.17
C 1.61 3.27 -2.16
O 2.20 1.49 -0.65
H 0.58 0.73 -2.64
H -0.24 0.54 -1.10
H -0.76 1.82 -2.22
H 0.62 2.74 -0.33
H 2.13 2.78 -2.99
H 2.33 3.94 -1.68
H 0.79 3.87 -2.57
H 2.63 1.04 -1.39
C 4.32 7.34 -4.90
C 3.90 6.02 -4.27
C 4.71 5.73 -3.02
O 4.07 4.97 -5.21
H 5.37 7.31 -5.21
H 3.74 7.53 -5.81
H 4.19 8.18 -4.21
H 2.84 6.06 -4.01
H 5.78 5.64 -3.26
H 4.41 4.77 -2.58
H 4.59 6.51 -2.27
H 5.01 4.92 -5.44
C 3.10 -2.48 5.78
C 1.89 -3.27 5.31
C 1.32 -4.12 6.44
O 2.27 -4.12 4.23
H 3.90 -3.14 6.11
H 3.51 -1.88 4.95
H 2.84 -1.80 6.60
H 1.12 -2.59 4.94
H 2.06 -4.84 6.80
H 0.46 -4.69 6.09
H 1.01 -3.49 7.28
H 2.95 -4.73 4.55
C -3.01 5.00 3.37
C -4.31 4.24 3.60
C -4.05 2.86 4.19
O -5.01 4.11 2.37
H -2.38 4.46 2.65
H -3.21 5.98 2.94
H -2.46 5.13 4.30
H -4.95 4.81 4.28
H -3.45 2.25 3.50
H -4.99 2.33 4.34
H -3.53 2.93 5.15
H -4.46 3.60 1.76
```

***

2.
DFT (the ωB97M-V functional and the def2-TZVPD basis) results for a 2-piece molecular cluster, C26H55O9PSi overall in a non-equilibrium geometry.

Summary:
Gap between HOMO and LUMO ... 8.16 eV
Lowest unoccupied orbital energy ... 0.49 eV
Energy ... -2331.53165 Eh
SMILES ... COCCCCCCCCCCCC[Si@@](CCCCOC)(COCOCCO)P(C)O.O=C1OCCO1
HOMO ... -7.674 eV

Structure (XYZ):
```
92
C26H55O9PSi the ωB97M-V functional and the def2-TZVPD basis
C -1.41 -3.47 -5.12
O -2.29 -4.18 -5.98
C -3.62 -3.69 -5.87
C -3.87 -2.44 -6.82
C -4.44 -1.22 -6.00
C -3.85 0.17 -6.42
C -2.26 0.14 -6.33
C -1.65 1.54 -5.95
C -1.25 1.53 -4.43
C 0.19 0.91 -4.23
C 1.04 1.83 -3.23
C 0.83 1.32 -1.76
C 2.21 1.03 -1.02
C 2.24 1.60 0.45
Si 1.42 0.50 1.78
C 2.51 -1.01 2.28
C 1.88 -1.67 3.58
C 2.41 -3.15 3.81
C 1.43 -4.23 3.25
O 2.18 -5.42 2.93
C 1.31 -6.37 2.30
C 1.26 1.61 3.35
O -0.04 2.23 3.45
C -0.85 1.63 4.43
O -1.65 2.67 4.98
C -2.26 2.27 6.21
C -3.81 2.09 5.90
O -3.97 0.79 5.33
P -0.57 -0.33 1.27
C -0.20 -1.76 0.08
O -1.54 0.82 0.44
H -1.10 -4.12 -4.26
H -1.91 -2.58 -4.66
H -0.49 -3.12 -5.64
H -4.37 -4.47 -6.17
H -3.87 -3.45 -4.81
H -2.94 -2.19 -7.39
H -4.62 -2.76 -7.58
H -4.24 -1.34 -4.91
H -5.55 -1.26 -6.11
H -4.16 0.99 -5.73
H -4.20 0.46 -7.44
H -2.03 -0.65 -5.58
H -1.81 -0.20 -7.29
H -0.74 1.72 -6.56
H -2.44 2.31 -6.16
H -1.95 0.94 -3.80
H -1.26 2.60 -4.09
H 0.17 -0.15 -3.89
H 0.76 0.93 -5.19
H 2.10 1.71 -3.54
H 0.70 2.88 -3.32
H 0.25 2.07 -1.17
H 0.24 0.37 -1.72
H 2.97 1.62 -1.60
H 2.53 -0.03 -1.09
H 3.33 1.66 0.74
H 1.87 2.66 0.52
H 3.54 -0.63 2.48
H 2.48 -1.81 1.50
H 2.20 -1.10 4.49
H 0.76 -1.64 3.56
H 2.45 -3.30 4.92
H 3.44 -3.21 3.39
H 0.70 -4.50 4.06
H 0.90 -3.90 2.33
H 0.29 -5.95 2.16
H 1.72 -6.68 1.31
H 1.19 -7.26 2.96
H 1.57 1.03 4.25
H 2.00 2.44 3.24
H -1.46 0.83 3.93
H -0.26 1.17 5.27
H -1.92 1.27 6.57
H -2.07 3.00 7.03
H -4.43 2.24 6.81
H -4.03 2.84 5.11
H -3.68 0.87 4.42
H 0.58 -1.52 -0.68
H 0.20 -2.59 0.71
H -1.14 -2.13 -0.38
H -1.23 1.71 0.63
C 4.06 4.98 5.17
C 5.45 5.32 4.72
O 5.88 4.12 4.08
C 4.77 3.45 3.69
O 4.78 2.50 2.98
O 3.65 4.01 4.21
H 3.39 5.84 5.17
H 4.04 4.51 6.16
H 5.46 6.14 3.99
H 6.11 5.58 5.55
```

***

3.
DFT (the ωB97M-V functional and the def2-TZVPD basis) results for C26H56N2O3P2Zr as an isolated structure in a non-equilibrium geometry.

Summary:
Gap between HOMO and LUMO ... 4.50 eV
Lowest unoccupied orbital energy ... -15.96 eV
Charge ... +4
Energy ... -2087.66816 Eh
HOMO ... -20.462 eV

Structure (XYZ):
```
90
C26H56N2O3P2Zr the ωB97M-V functional and the def2-TZVPD basis
Zr 0.49 0.44 -0.45
C 1.36 0.44 -2.47
O 1.93 0.54 -3.49
C 1.18 2.56 -0.05
O 1.49 3.66 0.20
P -1.58 1.49 -1.67
C -2.82 2.24 -0.50
H -3.62 2.62 -1.15
C -1.34 2.76 -3.01
H -0.54 3.37 -2.56
C -2.46 0.06 -2.45
H -2.68 -0.59 -1.59
C 3.02 -2.04 -0.02
P 2.81 -0.28 0.53
H 3.83 -0.51 2.64
H 2.13 -2.55 0.38
C 4.40 0.56 0.11
H 5.14 -0.24 0.24
C -0.81 2.19 -4.32
H -1.62 1.90 -5.00
H -0.12 1.36 -4.21
H -0.25 3.00 -4.82
C -2.58 3.64 -3.22
H -2.52 4.10 -4.22
H -2.63 4.46 -2.49
H -3.52 3.08 -3.18
C -3.80 0.46 -3.08
H -4.45 1.02 -2.40
H -4.33 -0.46 -3.34
H -3.66 1.04 -4.00
C -1.59 -0.73 -3.43
H -1.91 -1.79 -3.41
H -0.51 -0.72 -3.21
H -1.71 -0.37 -4.46
C -3.43 1.18 0.42
H -4.29 0.67 -0.03
H -3.77 1.65 1.35
H -2.70 0.41 0.69
C -2.22 3.42 0.27
H -1.49 3.10 1.02
H -3.04 3.92 0.81
H -1.74 4.16 -0.38
C 4.27 -2.69 0.58
H 4.51 -2.35 1.60
H 5.14 -2.53 -0.06
H 4.10 -3.77 0.63
C 3.01 -2.20 -1.55
H 3.87 -1.68 -2.01
C 2.19 0.85 3.04
H 2.10 -1.83 -2.03
H 3.10 -3.27 -1.78
C 2.03 -1.68 2.88
H 1.13 0.73 3.29
H 2.72 1.03 3.99
H 2.29 1.76 2.43
C 2.76 -0.42 2.39
H 1.70 -1.54 3.92
H 2.66 -2.58 2.85
H 1.13 -1.87 2.28
C 4.71 1.73 1.05
H 3.96 2.52 0.94
H 5.68 2.13 0.76
H 4.76 1.42 2.10
C 4.43 1.05 -1.34
H 4.07 0.33 -2.09
H 5.47 1.30 -1.58
H 3.84 1.97 -1.45
H 0.18 1.12 1.36
H -0.56 1.27 0.98
C -0.44 -3.76 0.64
N -1.36 -2.98 1.46
C -2.50 -3.69 2.01
C -2.87 -3.00 3.29
C -3.17 -1.57 2.96
N -1.92 -0.98 2.48
C -1.57 0.28 3.15
C -1.21 -1.66 1.55
O -0.40 -1.07 0.72
H -0.80 -4.80 0.66
H 0.60 -3.78 1.05
H -0.43 -3.40 -0.40
H -3.33 -3.66 1.27
H -2.23 -4.73 2.14
H -2.01 -3.04 3.95
H -3.71 -3.47 3.79
H -3.49 -0.99 3.82
H -3.95 -1.48 2.18
H -2.39 1.00 2.99
H -1.48 0.08 4.24
H -0.63 0.67 2.81
```

***

4.
DFT (the ωB97M-V functional and the def2-TZVPD basis) results for C26H56N4O20Zr as an isolated structure in a non-equilibrium geometry.

Summary:
Gap between HOMO and LUMO ... 4.22 eV
Lowest unoccupied orbital energy ... -9.02 eV
Charge ... +2
Energy ... -2794.13735 Eh
HOMO ... -13.244 eV

Structure (XYZ):
```
107
C26H56N4O20Zr the ωB97M-V functional and the def2-TZVPD basis
Zr 2.56 1.65 0.45
O 0.35 1.58 -0.02
C -0.18 0.25 -0.04
C 0.87 -0.92 -0.01
O 2.27 -0.53 0.24
H -0.80 0.19 0.85
H -0.88 0.08 -0.86
H 0.91 -1.50 -0.94
H 0.55 -1.56 0.81
C -2.13 3.15 -2.22
N -2.76 2.39 -3.33
O -3.86 2.75 -3.74
O -2.21 1.46 -3.88
H -1.09 2.85 -2.03
H -2.78 3.07 -1.35
H -1.98 4.18 -2.52
C -1.19 3.58 2.48
N -2.49 4.20 2.86
O -3.51 3.67 2.38
O -2.52 5.23 3.52
H -0.43 4.28 2.82
H -1.16 3.57 1.39
H -1.14 2.57 2.87
C 1.73 -4.79 0.23
N 0.34 -4.85 0.74
O 0.04 -4.18 1.73
O -0.42 -5.55 0.09
H 1.69 -4.46 -0.81
H 2.24 -5.73 0.43
H 2.24 -3.97 0.74
C 3.85 -2.90 -2.66
N 5.07 -2.19 -2.15
O 5.60 -1.41 -2.90
O 5.49 -2.57 -1.10
H 3.56 -2.36 -3.56
H 3.12 -2.73 -1.86
H 4.08 -3.94 -2.87
O 2.60 1.29 -2.01
C 2.89 1.38 -3.21
O 2.01 1.24 -4.25
C 0.71 0.74 -4.06
C 0.65 -0.79 -4.10
C 4.31 1.64 -3.60
H 0.10 1.06 -4.91
H 0.28 1.24 -3.20
H 1.07 -1.12 -5.05
H -0.35 -1.21 -4.00
H 1.23 -1.32 -3.33
H 4.34 2.33 -4.45
H 4.83 0.74 -3.92
H 4.88 2.08 -2.78
O -5.31 -2.92 -1.70
C -4.44 -2.18 -2.11
O -3.13 -2.46 -2.23
C -2.61 -3.74 -1.87
C -1.43 -3.96 -2.74
C -4.81 -0.95 -2.79
H -3.36 -4.49 -2.14
H -2.37 -3.73 -0.81
H -0.62 -3.27 -2.49
H -1.68 -3.83 -3.80
H -1.07 -4.98 -2.60
H -3.91 -0.32 -2.79
H -5.47 -0.34 -2.17
H -5.16 -1.12 -3.81
O -7.06 3.42 -0.62
C -6.63 2.45 -1.24
O -5.72 1.54 -0.76
C -4.87 1.78 0.30
C -3.93 0.57 0.35
C -7.25 1.99 -2.56
H -5.46 1.89 1.21
H -4.40 2.73 0.07
H -3.00 0.54 0.93
H -3.52 0.25 -0.60
H -4.52 -0.24 0.78
H -8.09 1.32 -2.36
H -6.53 1.54 -3.25
H -7.68 2.77 -3.18
O 3.92 0.79 2.17
C 4.63 -0.07 2.80
O 5.58 0.22 3.68
C 6.01 1.55 3.86
C 4.99 2.27 4.81
C 4.48 -1.55 2.60
H 6.08 2.04 2.89
H 7.01 1.52 4.30
H 5.05 3.35 4.73
H 5.13 1.97 5.85
H 3.96 1.98 4.60
H 4.33 -2.09 3.54
H 5.31 -2.04 2.09
H 3.62 -1.71 1.95
O 1.33 1.20 2.96
C 0.96 1.40 4.13
O 0.33 0.44 4.96
C -0.24 -0.73 4.34
C 0.74 -1.92 4.35
C 1.23 2.71 4.86
H -0.74 -0.59 3.38
H -1.07 -1.06 4.97
H 1.69 -1.82 3.82
H 0.34 -2.84 3.92
H 0.80 -2.27 5.38
H 1.91 3.24 4.19
H 1.78 2.71 5.80
H 0.30 3.19 5.14
```